Entry 1:
The following is a quantum chemistry calculation of a cluster of 3 separate species, C28H47N3O7S in total, from the OMol25 dataset.

```
86
Properties=species:S:1:pos:R:3:forces:R:3
S -2.868 -1.553 2.077 4.555 2.670 -5.759
O 4.115 0.144 -2.243 -3.438 6.295 4.544
O -7.208 -0.576 4.936 -0.073 0.001 -0.052
O 4.318 1.692 -0.407 -2.516 -2.371 -0.158
O 3.673 1.472 1.897 3.740 -4.119 -7.560
O -5.345 0.195 -0.819 -0.387 1.318 -3.677
O 8.872 1.533 1.112 -0.006 -0.131 -0.014
O -6.437 1.721 -2.336 6.932 -4.332 1.712
N -1.327 -0.661 2.024 0.616 0.660 -3.167
N -0.193 0.320 -4.048 0.939 -0.189 2.571
N -3.101 -1.613 0.318 4.164 2.433 -0.718
C 4.764 -0.687 0.799 0.291 0.735 -1.622
C 1.008 -0.459 -4.583 0.740 -0.205 -1.196
C -6.706 -0.271 -0.510 -1.570 -1.256 1.328
C 2.096 1.695 -2.031 -0.378 0.963 1.345
C -4.834 -0.207 4.393 -0.067 -0.067 -0.096
C 9.869 3.110 2.720 -0.126 0.033 0.114
C 0.484 0.540 0.121 -0.412 -0.045 -2.814
C 1.994 -2.720 -2.381 0.400 -1.241 -0.004
C -2.831 -1.252 -3.015 -0.152 0.359 -0.011
C -6.092 0.299 5.079 -0.013 -0.107 -0.054
C -6.772 -1.915 6.957 0.027 0.107 0.128
C 1.815 -3.037 -3.981 -0.623 -0.710 0.503
C -3.560 -0.048 -3.878 0.623 0.562 0.073
C -0.324 0.191 -2.541 -2.091 -1.436 2.797
C 7.688 2.287 0.860 0.141 0.068 -0.041
C 0.805 0.840 -1.492 -3.423 -2.774 3.299
C -6.621 -1.672 0.395 -0.071 0.277 -0.872
C 4.208 0.862 0.803 -2.544 2.483 6.016
C 3.557 1.139 -1.538 2.855 -5.531 -3.804
C -0.831 -0.288 0.645 -3.488 -2.020 0.306
C -3.980 1.265 -2.990 -0.552 0.307 0.107
C 7.829 3.270 -0.290 0.092 0.004 -0.172
C -5.301 1.038 -2.024 -5.852 3.104 -0.486
C 0.743 -2.067 -4.763 0.461 -0.396 -0.933
C 10.037 2.279 1.459 -0.080 -0.026 0.053
C -1.667 -0.639 -1.990 1.628 0.811 0.384
C -1.960 -0.900 -0.373 0.847 0.419 1.341
C -7.054 -1.892 5.464 -0.036 0.125 0.040
H 6.884 3.795 -0.462 0.098 -0.111 0.032
H -5.890 -1.587 1.307 -1.658 0.000 -1.670
H 1.228 0.944 0.941 -1.668 -0.863 -1.836
H 10.352 2.901 0.614 -0.032 0.078 0.030
H -4.020 0.517 4.504 -0.105 -0.068 -0.062
H -4.522 -0.412 -4.443 1.912 0.483 1.179
H 7.361 2.792 1.774 0.004 0.079 -0.008
H -7.745 -1.894 0.710 2.525 0.429 -0.420
H -6.700 -2.946 7.314 -0.025 0.100 -0.051
H 8.597 4.021 -0.093 -0.088 0.029 0.040
H 1.386 -4.149 -4.051 0.936 2.428 -0.092
H 6.904 1.565 0.610 0.280 -0.074 0.076
H 10.801 3.630 2.959 -0.083 -0.074 -0.033
H 8.115 2.745 -1.210 -0.107 0.073 0.175
H -2.777 0.336 -4.692 -1.750 -0.864 1.845
H 1.110 -2.123 -1.899 1.827 -0.895 -1.055
H 0.873 -2.309 -5.925 -0.400 0.506 2.483
H -0.108 1.343 -4.235 0.126 -1.185 -0.015
H -0.356 -2.371 -4.495 2.163 0.745 -0.281
H 3.977 -1.342 0.194 1.599 1.394 1.468
H 2.891 -3.059 -4.457 -2.292 0.249 0.693
H 1.984 -0.325 -3.952 -1.772 -0.178 -1.015
H 9.083 3.862 2.613 0.110 0.021 -0.023
H 1.212 -0.012 -5.670 -0.396 -0.894 2.421
H -5.836 -1.408 7.204 -0.004 -0.113 -0.021
H -7.344 -0.568 -1.468 1.591 1.082 1.926
H 9.597 2.470 3.566 0.077 0.064 -0.118
H -3.122 1.723 -2.339 -1.454 -1.229 -1.172
H -7.573 -1.409 7.505 0.077 -0.101 -0.093
H -7.997 -2.419 5.275 0.100 0.293 -0.104
H 5.750 -0.682 0.127 -2.178 -0.010 1.531
H 10.840 1.551 1.621 -0.304 -0.047 -0.115
H -3.647 -1.862 -2.397 1.966 1.549 -1.021
H -5.908 0.508 6.138 0.075 -0.048 0.033
H -4.292 2.113 -3.770 0.347 -1.930 1.994
H 2.023 -3.774 -1.829 -0.010 2.282 -1.063
H -2.393 -2.008 -3.796 -0.556 1.528 1.596
H -6.283 -2.433 4.907 0.079 -0.008 0.053
H 1.992 2.796 -1.591 0.169 -2.318 -1.058
H 5.004 -1.115 1.862 -0.816 1.227 -2.072
H -6.239 -2.568 -0.272 -0.764 1.888 1.306
H -7.297 0.527 0.152 1.410 -1.585 -1.730
H 2.068 1.720 -3.201 0.280 -0.153 2.401
H 3.053 -2.241 -2.238 -2.264 -0.537 0.027
H -6.380 1.252 4.624 -0.184 -0.227 0.035
H -5.019 -0.370 3.324 -0.042 0.166 0.260
H -4.495 -1.156 4.813 0.048 0.040 0.067
```
Positions in Å, forces in eV/Å.

Calculated values
SMILES	CCCCNc1c(CC(=O)OC(C)=O)cc2nsnc2c1CCCC(=O)OCC.CCOCC.CCOCC
E_HOMO	-8.43	eV
net charge	0

Entry 2:
The following is a quantum chemistry calculation of a structure of composition C28H48AgBO32, from the OMol25 dataset.

```
110
Properties=species:S:1:pos:R:3:forces:R:3
Ag -0.333 2.051 4.219 0.503 -0.041 -0.619
O 2.501 -6.919 -0.032 -0.189 -0.068 0.157
O -4.337 0.798 0.345 0.139 0.437 -0.550
O -3.788 3.526 -7.091 -0.008 0.010 -0.018
O 3.773 3.618 5.399 -0.031 0.175 0.155
O -1.462 3.895 0.528 0.044 0.138 -0.332
O 4.084 1.573 4.817 -0.047 0.347 -0.175
O 0.988 -1.837 0.377 0.045 0.342 0.018
O -0.839 -0.635 1.178 -0.521 0.494 -0.137
O -1.105 -5.634 2.538 0.054 -0.522 0.387
O 0.032 -0.013 3.140 -0.072 0.228 0.542
O -1.133 -2.357 -0.575 -0.289 0.324 0.235
O -1.586 5.555 1.863 -0.102 0.023 -0.229
O -0.811 -0.233 -3.288 -0.025 0.012 -0.262
O 3.380 4.560 -2.129 -0.013 -0.389 0.117
O 2.280 -1.708 2.209 0.251 -0.128 0.391
O -0.138 -0.335 -1.157 -0.283 0.441 0.140
O -0.399 3.757 2.517 -0.094 -0.320 0.173
O 1.932 3.374 -3.187 -0.023 -0.430 -0.342
O -2.431 -4.441 3.920 0.056 0.353 0.236
O -3.397 1.959 -5.568 -0.121 0.299 -0.399
O -2.721 -6.639 3.558 -0.210 -0.224 -0.101
O -5.746 2.510 0.316 -0.023 0.449 0.157
O 3.592 -5.131 -0.860 0.363 -0.029 -0.257
O 2.108 2.537 4.336 -0.580 0.108 0.103
O 4.125 -7.084 -1.590 0.081 0.003 -0.178
O 4.016 0.526 1.011 0.209 0.161 0.212
O 1.977 5.601 -3.550 -0.208 0.262 -0.137
O 3.780 -0.294 -1.079 -0.096 0.067 0.008
O -6.514 0.394 0.396 0.180 -0.403 0.022
O -4.167 1.341 -7.549 0.161 -0.068 -0.109
O 5.148 -1.273 0.239 0.080 -0.073 -0.028
O -2.251 -2.720 -2.498 0.005 -0.167 -0.229
C -2.107 -5.469 3.391 -0.097 0.032 -0.114
C 2.380 4.607 -3.015 0.291 0.144 0.124
C 2.774 0.689 -1.388 0.782 0.570 -0.009
C -4.170 -0.590 0.140 0.452 -1.429 0.959
C 0.877 3.230 -4.155 -0.456 0.055 0.284
C 2.886 4.699 5.690 -0.249 0.086 0.296
C -0.780 -0.787 -2.235 0.050 0.141 0.050
C 4.295 -0.259 0.141 -0.410 -0.138 -0.206
C -3.324 0.558 -5.278 0.327 0.212 0.478
C -1.480 -2.103 -1.835 -0.190 0.175 0.253
C -3.903 -6.580 4.360 -0.271 0.139 -0.029
C -0.056 -4.680 2.577 0.388 0.627 -0.605
C 3.686 0.398 4.101 -0.050 -0.995 -0.068
C -5.558 1.333 0.345 -0.117 -0.489 -0.018
C 1.284 -1.466 1.600 -0.386 0.176 -0.266
C -1.267 6.234 3.058 0.869 0.163 1.039
C 3.321 -6.424 -0.757 -0.047 0.019 0.070
C 3.901 -8.490 -1.670 0.259 -0.289 0.554
C 3.848 5.812 -1.648 -0.345 0.289 0.477
C 5.778 -1.438 1.495 0.890 0.268 0.519
C -4.557 1.674 -8.885 -0.381 -0.022 0.034
C 3.226 2.572 4.808 0.203 -0.596 0.029
C 0.077 -0.617 2.098 0.482 -0.132 -0.093
C -0.920 2.645 0.066 -0.259 -0.487 0.586
C -3.786 2.370 -6.775 0.043 -0.091 0.233
C 2.880 -4.272 0.009 -0.314 0.740 0.532
C -1.098 4.336 1.699 0.016 0.042 0.039
C -7.833 0.889 0.583 -0.226 0.676 -0.155
B -0.321 -1.248 -0.054 0.782 -1.638 -0.262
H -0.021 3.703 -3.755 0.011 0.056 -0.177
H -8.542 0.084 0.432 0.196 -0.254 0.018
H -2.528 0.084 -5.846 -0.091 -0.048 -0.149
H 4.379 6.374 -2.411 0.054 -0.048 -0.056
H -1.508 1.832 0.492 -0.001 0.001 0.036
H -1.078 7.280 2.835 -0.430 0.038 -0.208
H -7.928 1.299 1.588 -0.070 -0.012 -0.001
H -3.671 -6.251 5.371 0.038 -0.015 -0.009
H -0.198 -3.954 1.771 -0.069 -0.040 0.031
H 0.685 2.168 -4.266 0.177 -0.063 0.104
H 1.987 0.160 -1.897 -0.193 0.113 -0.045
H 3.228 1.460 -2.011 -0.060 -0.231 -0.231
H 3.074 -4.486 1.063 -0.001 -0.271 -0.101
H -3.103 -0.797 0.115 0.029 0.394 -0.212
H -0.341 5.870 3.516 -0.127 -0.202 -0.301
H 3.231 -3.260 -0.173 0.124 -0.095 -0.230
H 4.477 5.581 -0.793 0.236 -0.055 -0.191
H 0.865 -5.222 2.374 -0.016 -0.079 0.038
H -1.043 2.617 -1.008 0.164 0.214 -0.094
H -4.104 0.956 -9.562 0.176 0.016 0.056
H 0.112 2.540 0.395 0.076 0.061 -0.238
H 5.088 -1.715 2.290 -0.199 -0.163 -0.223
H 3.012 6.406 -1.270 0.025 0.026 -0.241
H -5.641 1.571 -8.955 0.023 0.101 -0.003
H 6.547 -2.194 1.353 -0.268 -0.218 -0.025
H -4.638 -5.901 3.926 0.150 0.082 -0.007
H -4.266 2.695 -9.108 0.036 -0.028 -0.116
H 1.125 3.673 -5.116 0.175 0.102 0.069
H -2.043 6.114 3.813 -0.247 0.104 -0.239
H -8.029 1.682 -0.140 -0.050 -0.017 0.081
H 4.585 -0.093 3.742 0.142 0.292 0.049
H 3.053 0.599 3.249 -0.021 0.274 0.012
H 2.455 1.220 -0.493 -0.271 -0.388 0.095
H -4.278 0.066 -5.430 -0.038 -0.047 -0.024
H 2.295 4.476 6.583 0.118 -0.115 -0.043
H 1.806 -4.288 -0.172 0.031 -0.237 -0.072
H -3.030 0.563 -4.233 -0.122 -0.339 0.024
H 6.316 -0.538 1.817 -0.298 0.084 -0.211
H 3.700 -8.907 -0.682 -0.190 0.138 -0.061
H 2.192 4.882 4.873 0.192 0.088 -0.159
H 3.073 -8.710 -2.337 0.019 -0.019 -0.086
H 3.188 -0.311 4.766 -0.121 0.270 0.107
H -4.502 -1.148 1.021 -0.280 0.093 -0.096
H 0.026 -4.134 3.515 -0.245 -0.233 0.132
H 4.836 -8.932 -2.005 -0.079 0.106 -0.336
H -4.336 -7.576 4.372 0.234 -0.109 -0.016
H -4.632 -1.042 -0.735 -0.220 0.554 -0.185
H 3.516 5.554 5.903 0.004 0.060 -0.151
```
Positions in Å, forces in eV/Å.

Calculated values
E_HOMO	-10.17	eV
net charge	0

- Which of these has the lowest E_HOMO?
  C28H48AgBO32

- The lowest E_HOMO belongs to which entry?
  C28H48AgBO32